A molecular structure, C42H33F3NOSSiTa in a non-equilibrium geometry, computed with ωB97M-V with the def2-TZVPD basis set.

The calculation puts the HOMO-LUMO gap at 0.2530 Ha. The calculation puts the HOMO energy at -13.53 eV.

```
! wB97M-V def2-TZVPD RIJCOSX def2/J DEFGRID3
* xyz 2 1
Ta 0.627 -0.169 0.367
F 1.608 -4.267 3.603
C 1.414 -2.950 3.574
C 1.154 -2.333 2.356
C 0.959 -0.957 2.337
C 1.039 -0.203 3.496
C 1.277 -0.862 4.688
F 1.324 -0.189 5.840
C 1.467 -2.235 4.751
C 0.880 1.225 3.274
C 1.027 2.215 4.231
C 0.846 3.540 3.876
C 0.509 3.853 2.571
C 0.398 2.824 1.664
N 0.585 1.535 1.984
H 1.136 -2.953 1.462
H 1.660 -2.720 5.698
H 1.282 1.959 5.247
H 0.965 4.319 4.618
H 0.338 4.873 2.256
H 0.153 3.026 0.641
O -0.924 -1.236 -0.156
S -1.502 -2.692 0.196
C -2.083 -3.304 -1.330
C -3.018 -2.610 -2.098
C -3.471 -3.203 -3.258
C -3.003 -4.464 -3.633
C -2.072 -5.139 -2.858
C -1.598 -4.557 -1.690
C -2.992 -2.301 1.051
C -3.607 -1.062 0.921
C -4.814 -0.864 1.572
C -5.375 -1.883 2.333
C -4.732 -3.108 2.463
C -3.524 -3.328 1.820
H -3.382 -1.635 -1.801
H -4.199 -2.688 -3.870
H -3.374 -4.923 -4.540
H -1.719 -6.117 -3.154
H -0.876 -5.073 -1.068
H -3.155 -0.270 0.339
H -5.317 0.089 1.483
H -6.318 -1.718 2.837
H -5.165 -3.890 3.071
H -3.015 -4.281 1.913
C 2.847 4.690 -2.918
C 2.016 5.105 -1.885
C 1.039 4.250 -1.396
C 0.878 2.962 -1.926
C 1.707 2.573 -2.981
C 2.688 3.426 -3.470
Si -0.408 1.780 -1.292
C -0.956 0.672 -2.684
C -2.058 1.044 -3.461
C -2.407 0.318 -4.594
C -1.666 -0.797 -4.962
C -0.576 -1.191 -4.197
C -0.225 -0.457 -3.073
H 3.609 5.357 -3.300
H 2.130 6.096 -1.463
H 0.393 4.603 -0.602
H 1.586 1.597 -3.438
H 3.324 3.105 -4.284
H -1.518 2.487 -0.611
H -2.639 1.921 -3.194
H -3.244 0.638 -5.201
H -1.929 -1.352 -5.854
H 0.007 -2.057 -4.485
H 0.668 -0.757 -2.526
F 5.326 2.645 3.347
C 4.661 1.980 2.404
C 4.011 2.698 1.416
C 3.330 2.002 0.433
C 3.294 0.603 0.443
C 2.547 -0.150 -0.622
C 3.959 -0.087 1.466
C 4.656 0.594 2.443
H 4.056 3.780 1.420
H 2.850 2.547 -0.371
H 2.929 -1.167 -0.765
H 2.552 0.356 -1.588
H 3.951 -1.171 1.474
H 5.199 0.078 3.224
*
```